{
  "formula": "C16H24F12MgN8P2",
  "method": "the ωB97M-V functional and the def2-TZVPD basis",
  "max_force_ha_per_bohr": 0.070,
  "energy_ev": -85546.81831,
  "total_charge": 0,
  "gap_ev": 10.5,
  "de_lowest_kj_mol": 56.4,
  "symbols": ["Mg", "P", "F", "F", "F", "F", "F", "F", "P", "F", "F", "F", "F", "F", "F", "C", "C", "N", "H", "H", "H", "C", "C", "N", "H", "H", "H", "C", "C", "N", "H", "H", "H", "C", "C", "N", "H", "H", "H", "C", "C", "N", "H", "H", "H", "C", "C", "N", "H", "H", "H", "C", "C", "N", "H", "H", "H", "C", "C", "N", "H", "H", "H"],
  "positions_angstrom": [[-1.1817, -1.1195, -2.6726], [-3.6510, 1.2667, -2.2822], [-4.2995, -0.1808, -2.2949], [-5.0455, 2.0452, -2.1264], [-3.3748, 1.1676, -0.6649], [-2.8277, 2.6642, -2.5707], [-2.2075, 0.4787, -2.5380], [-3.8240, 1.1051, -3.9144], [0.5397, -0.1356, 0.2896], [1.1820, -1.6020, -0.1002], [1.1276, 0.0522, 1.8074], [1.7784, 0.7271, -0.3624], [-0.3207, 1.2894, 0.5526], [-0.2325, -0.3363, -1.1536], [-0.8032, -0.8449, 0.8700], [1.3537, -5.0279, -2.9000], [0.7387, -3.6700, -2.8583], [0.1624, -2.6758, -2.9090], [1.9923, -5.0256, -3.7834], [0.7289, -5.9137, -3.0143], [2.0366, -4.9319, -2.0558], [-3.6168, 0.5493, 3.2455], [-4.0414, -0.5366, 4.1036], [-4.3845, -1.3984, 4.8047], [-2.6210, 0.5118, 2.8040], [-3.6611, 1.4235, 3.8950], [-4.3181, 0.8339, 2.4611], [2.8857, 2.9324, 2.4369], [3.8138, 1.9675, 3.0080], [4.5316, 1.1882, 3.5000], [2.0258, 3.0955, 3.0866], [2.6324, 2.4129, 1.5128], [3.3490, 3.9108, 2.3094], [-4.3794, -2.0506, 0.4428], [-3.2703, -2.0603, -0.5318], [-2.3716, -2.1813, -1.2675], [-4.2300, -2.6257, 1.3566], [-5.2429, -2.4253, -0.1068], [-4.5539, -1.0347, 0.7973], [5.2020, 0.0983, 0.2362], [4.5748, 0.1688, -1.1301], [4.0648, 0.2107, -2.1692], [4.4599, -0.1024, 1.0089], [5.7501, 1.0369, 0.3174], [5.9905, -0.6388, 0.0847], [0.5578, 4.0549, 0.3832], [1.5628, 5.1135, 0.2326], [2.3721, 5.9016, 0.0706], [0.1159, 4.2317, 1.3638], [1.0269, 3.0710, 0.3822], [-0.1978, 4.1927, -0.3902], [-0.4258, -1.9692, 4.0309], [-1.0019, -3.2624, 4.4771], [-1.4236, -4.2908, 4.8112], [-0.3231, -1.9180, 2.9469], [0.4509, -1.7131, 4.6257], [-1.0991, -1.1773, 4.3589], [2.4225, 0.5934, -4.9895], [1.1552, 0.3220, -4.3902], [0.1223, 0.0550, -3.9154], [2.2872, 0.4928, -6.0664], [3.3110, 0.0412, -4.6833], [2.6249, 1.6423, -4.7730]],
  "forces_ev_per_a": [[0.3, 0.6, 0.6], [-0.4, 1.6, -2.2], [-1.2, -1.1, 1.5], [0.9, -0.6, 0.3], [-0.2, 0.6, -1.5], [-0.8, -1.2, 1.3], [1.1, -0.2, 0.3], [-0.1, 1.1, 0.0], [-1.6, 1.3, 1.4], [0.6, 1.4, 1.4], [0.4, -1.0, -1.5], [-1.3, -1.3, 0.5], [1.2, -0.9, -0.9], [0.5, 1.3, -1.2], [0.6, -0.8, 0.8], [1.0, 2.0, -0.3], [-1.4, -0.8, -0.8], [0.6, -1.1, 0.1], [0.1, 0.1, -0.1], [-0.4, 0.5, 0.7], [-0.1, -1.1, 0.2], [-0.2, 1.4, 0.2], [-0.4, -1.9, 0.6], [0.5, 1.3, -1.1], [0.0, -0.5, 0.2], [0.3, 0.2, 0.0], [-0.2, -0.6, -0.1], [0.3, -0.4, 0.1], [1.6, -1.3, 1.9], [-1.4, 1.5, -1.2], [-0.1, -0.4, -0.1], [-0.5, 0.7, -0.3], [0.2, -0.2, -0.4], [0.1, 0.4, -0.5], [1.9, -0.8, -0.5], [-2.3, 0.5, 1.2], [0.5, -0.4, -0.4], [-0.2, 0.1, 0.2], [0.0, 0.1, -0.4], [0.1, 0.3, -2.4], [-0.7, -0.1, -0.1], [0.8, -0.1, 1.0], [0.4, 0.0, 0.0], [-0.3, 0.1, 0.6], [-0.2, -0.4, 0.7], [0.3, 0.8, 0.4], [-0.5, -0.9, -0.3], [0.6, 0.7, 0.0], [-0.3, -0.3, 0.0], [-0.3, 0.2, -0.3], [0.0, -0.4, 0.1], [-0.8, -0.1, 0.9], [-0.1, -0.8, 0.1], [0.5, 1.4, -0.5], [0.3, 0.0, 0.3], [0.4, -0.5, -0.5], [-0.4, 0.0, -0.3], [0.5, 1.1, -0.9], [-2.7, -1.5, 1.8], [2.5, 0.4, -1.4], [0.1, 0.1, -0.1], [-0.6, -0.3, 0.5], [0.2, 0.1, -0.1]],
  "nbo_charge": [1.802, 2.606, -0.598, -0.558, -0.574, -0.566, -0.665, -0.602, 2.596, -0.576, -0.570, -0.566, -0.594, -0.650, -0.598, -0.729, 0.486, -0.547, 0.267, 0.285, 0.279, -0.750, 0.275, -0.322, 0.276, 0.260, 0.260, -0.735, 0.305, -0.361, 0.258, 0.264, 0.268, -0.742, 0.532, -0.587, 0.285, 0.272, 0.282, -0.713, 0.340, -0.418, 0.280, 0.258, 0.252, -0.723, 0.292, -0.360, 0.245, 0.273, 0.268, -0.727, 0.293, -0.347, 0.274, 0.258, 0.246, -0.753, 0.480, -0.536, 0.262, 0.303, 0.283]
}



{
  "formula": "C5H8N2",
  "method": "the ωB97M-V functional and the def2-TZVPD basis",
  "max_force_ha_per_bohr": 0.025,
  "energy_ev": -8288.92285,
  "total_charge": 0,
  "gap_ev": [8.5, 7.6],
  "de_lowest_kj_mol": 586.0,
  "symbols": ["C", "C", "C", "C", "N", "N", "C", "H", "H", "H", "H", "H", "H", "H", "H"],
  "positions_angstrom": [[1.0835, -0.1980, -1.4300], [0.3709, 0.2991, -0.2171], [-0.9711, 0.0180, 0.2545], [-1.6984, -0.4544, -0.9065], [-1.9443, 0.1207, -1.9671], [0.2071, -0.6552, 0.8548], [0.4501, -0.0570, 2.1787], [1.1742, -1.2960, -1.4053], [0.6162, 0.0989, -2.3771], [2.0941, 0.2228, -1.4213], [-1.3374, 0.9854, -2.0006], [-1.6134, 0.6425, 0.8723], [0.0591, 0.9694, 2.2538], [1.5270, -0.0087, 2.3729], [-0.0176, -0.6876, 2.9379]],
  "forces_ev_per_a": [[0.2, 0.4, -0.2], [0.9, -0.4, 0.6], [-0.1, 0.4, -0.3], [-1.0, -0.7, -0.4], [0.6, 0.3, 0.3], [-0.2, 0.4, -0.1], [0.1, -0.1, 0.3], [-0.1, 0.3, 0.1], [0.1, 0.0, 0.3], [0.0, -0.1, -0.1], [-0.7, -0.4, -0.4], [0.4, 0.1, 0.0], [0.0, -0.2, 0.0], [-0.2, -0.2, -0.1], [0.0, 0.1, 0.0]],
  "nbo_charge": [-0.695, 0.185, -0.263, 0.353, -0.631, -0.411, -0.419, 0.237, 0.225, 0.239, 0.339, 0.250, 0.177, 0.207, 0.206]
}



{
  "formula": "C4H4O4",
  "method": "the ωB97M-V functional and the def2-TZVPD basis",
  "max_force_ha_per_bohr": 0.062,
  "energy_ev": -12401.04218,
  "total_charge": -2,
  "gap_ev": 6.6,
  "de_lowest_kj_mol": 213.2,
  "symbols": ["C", "C", "C", "C", "O", "O", "O", "O", "H", "H", "H", "H"],
  "positions_angstrom": [[1.7422, -0.5349, 0.4642], [-0.9079, -0.9248, -1.0657], [-0.6842, 1.0435, 0.7124], [0.0320, 0.1814, -0.3930], [1.7093, -0.5715, 1.7205], [-1.8679, -1.3074, -0.3822], [2.5861, -0.8093, -0.3510], [-0.7119, -1.3732, -2.2155], [-1.3970, 0.2558, 1.1412], [-1.1205, 2.0781, 0.3458], [0.1103, 1.2532, 1.3619], [0.5094, 0.7091, -1.3386]],
  "forces_ev_per_a": [[-2.9, 0.7, 1.1], [0.5, 0.3, 0.4], [-0.8, -0.8, -2.3], [1.9, -0.3, -1.5], [-0.2, 0.3, -1.3], [-1.3, -0.2, 1.6], [0.9, -0.2, -0.9], [1.2, 0.6, -0.9], [0.5, 1.7, -0.4], [0.3, -2.1, 0.6], [0.8, 0.5, 1.5], [-0.8, -0.5, 2.1]],
  "nbo_charge": [0.868, 0.743, -0.677, -0.488, -0.813, -0.830, -0.752, -0.826, 0.251, 0.141, 0.207, 0.176]
}



> Number 3 is which compound?

C4H4O4



What did the third record say?
{
  "formula": "C4H4O4",
  "method": "the ωB97M-V functional and the def2-TZVPD basis",
  "max_force_ha_per_bohr": 0.062,
  "energy_ev": -12401.04218,
  "total_charge": -2,
  "gap_ev": 6.6,
  "de_lowest_kj_mol": 213.2,
  "symbols": ["C", "C", "C", "C", "O", "O", "O", "O", "H", "H", "H", "H"],
  "positions_angstrom": [[1.7422, -0.5349, 0.4642], [-0.9079, -0.9248, -1.0657], [-0.6842, 1.0435, 0.7124], [0.0320, 0.1814, -0.3930], [1.7093, -0.5715, 1.7205], [-1.8679, -1.3074, -0.3822], [2.5861, -0.8093, -0.3510], [-0.7119, -1.3732, -2.2155], [-1.3970, 0.2558, 1.1412], [-1.1205, 2.0781, 0.3458], [0.1103, 1.2532, 1.3619], [0.5094, 0.7091, -1.3386]],
  "forces_ev_per_a": [[-2.9, 0.7, 1.1], [0.5, 0.3, 0.4], [-0.8, -0.8, -2.3], [1.9, -0.3, -1.5], [-0.2, 0.3, -1.3], [-1.3, -0.2, 1.6], [0.9, -0.2, -0.9], [1.2, 0.6, -0.9], [0.5, 1.7, -0.4], [0.3, -2.1, 0.6], [0.8, 0.5, 1.5], [-0.8, -0.5, 2.1]],
  "nbo_charge": [0.868, 0.743, -0.677, -0.488, -0.813, -0.830, -0.752, -0.826, 0.251, 0.141, 0.207, 0.176]
}